ORCA calculation (wB97M-V/def2-TZVPD) on C31H47IIrN11OPS as an isolated structure.

```
94
Properties=species:S:1:pos:R:3:forces:R:3
Ir 1.616635 0.682534 0.336024 -0.4305 0.3381 -0.1735
C 4.781943 3.451308 -0.565026 0.0046 0.0338 -0.0070
C 3.714731 2.414084 -0.570520 0.0377 -0.1018 -0.0429
N 3.232973 1.873538 0.502524 0.0896 -0.0652 0.0373
N 3.702108 2.262101 1.717590 0.0736 0.0049 0.0264
C 3.102680 1.681248 2.734687 -0.0081 -0.0061 -0.0215
N 3.542915 1.991196 3.956722 -0.0013 -0.0060 0.0221
S 1.733025 0.582473 2.646573 0.1768 -0.0674 0.1848
C 3.177163 1.840643 -1.819526 -0.0029 0.0518 0.1123
C 3.707536 2.117103 -3.068449 -0.0290 -0.0029 -0.0500
C 3.238691 1.420647 -4.174790 0.0263 0.0340 0.0253
C 2.265909 0.450861 -4.002296 -0.0318 -0.0319 0.0187
C 1.760119 0.235935 -2.731387 -0.0687 0.0931 -0.0752
N 2.178880 0.932060 -1.674756 -0.0192 0.0369 -0.0349
H 4.818411 3.939210 0.404365 -0.0072 0.0042 -0.0136
H 4.601892 4.193315 -1.342187 0.0038 0.0151 0.0092
H 5.761630 3.000953 -0.746266 -0.0155 -0.0274 -0.0125
H 4.336574 2.602671 4.057042 0.0162 -0.0180 -0.0046
H 3.142342 1.568265 4.775205 -0.0039 0.0015 -0.0014
H 4.487776 2.856937 -3.172649 0.0176 -0.0157 0.0084
H 3.643017 1.626726 -5.156493 0.0002 -0.0033 -0.0035
H 1.892108 -0.129179 -4.833686 -0.0028 0.0011 -0.0021
H 0.991481 -0.497620 -2.537232 -0.0622 -0.0308 0.0126
N -0.171927 -0.203153 0.302409 0.2122 -0.4475 -0.3918
P -1.502309 -1.087054 0.314987 -0.3655 0.0958 0.2219
N -2.257471 -0.752737 1.723137 0.1373 -0.0863 0.1141
C -1.897421 0.333835 2.644263 -0.0944 0.0578 -0.0966
C -2.010784 -0.154954 4.079434 -0.0217 0.0309 0.0050
C -3.458712 -0.563720 4.412693 0.0050 0.0072 -0.0074
C -4.253306 -0.884757 3.142465 0.0170 -0.0232 0.0137
C -3.385407 -1.618587 2.133246 0.0264 -0.0417 0.0150
N -2.492925 -0.649586 -0.938275 0.2112 0.2608 -0.0413
C -2.007096 -0.759491 -2.329299 -0.0722 -0.0419 0.0407
C -1.881169 0.617348 -2.969248 0.0080 -0.0739 -0.0816
C -3.252840 1.300633 -3.072146 0.0002 0.0035 0.0563
C -4.175195 0.817290 -1.946961 0.0145 0.0109 -0.0063
C -3.380714 0.514748 -0.687901 -0.0333 -0.1698 -0.0389
N -1.441762 -2.723794 0.229275 0.2869 0.1646 -0.1498
C -2.018585 -3.561122 -0.837378 -0.1602 -0.0103 0.0162
C -2.028015 -5.014027 -0.389056 0.0080 0.0157 -0.0069
C -0.597228 -5.516935 -0.187136 -0.0057 -0.0088 -0.0151
C 0.269148 -4.444052 0.498519 0.0663 0.1354 0.0131
C -0.587408 -3.406866 1.208383 -0.0069 -0.1167 0.0127
H -2.554033 1.198556 2.488076 -0.0163 0.0088 0.0005
H -0.883187 0.652015 2.418262 -0.0492 0.0116 0.0290
H -1.668708 0.630459 4.754677 0.0242 -0.0112 0.0026
H -1.330988 -1.001435 4.208668 -0.0011 -0.0009 -0.0147
H -3.960839 0.233253 4.961409 -0.0058 -0.0017 0.0009
H -3.451192 -1.434904 5.069027 0.0001 0.0062 0.0078
H -4.636432 0.031970 2.687143 -0.0105 -0.0019 -0.0055
H -5.119893 -1.501506 3.379760 -0.0105 0.0098 -0.0123
H -3.963892 -1.895106 1.249237 -0.0240 0.0138 0.0130
H -3.008567 -2.546081 2.577157 -0.0034 0.0044 -0.0031
H -2.700254 -1.375556 -2.908238 0.0133 -0.0198 -0.0177
H -1.048430 -1.283236 -2.325853 -0.0162 -0.0216 -0.0012
H -1.421526 0.525990 -3.955477 0.0304 0.0280 0.0166
H -1.211437 1.220825 -2.348426 -0.2381 -0.2718 -0.2123
H -3.707145 1.090298 -4.040370 0.0061 0.0040 0.0001
H -3.125554 2.383009 -3.015612 -0.0084 -0.0077 -0.0401
H -4.704412 -0.089573 -2.247657 -0.0165 0.0007 0.0190
H -4.937166 1.562644 -1.721661 -0.0029 0.0057 -0.0071
H -4.049155 0.267096 0.134834 0.0128 0.0097 0.0196
H -2.796584 1.394432 -0.386397 0.0084 0.0510 0.0062
H -1.439106 -3.482402 -1.765072 0.0037 0.0105 0.0185
H -3.030823 -3.215271 -1.047477 0.0124 0.0172 -0.0211
H -2.541980 -5.616197 -1.137767 -0.0076 0.0053 -0.0014
H -2.605090 -5.102436 0.533678 -0.0198 0.0034 0.0032
H -0.170898 -5.766542 -1.160962 0.0407 -0.0229 0.0415
H -0.602817 -6.437576 0.395792 -0.0247 0.0076 0.0158
H 0.847398 -3.893523 -0.248610 0.1582 -0.0818 -0.0348
H 0.964172 -4.894113 1.211345 0.0120 -0.0077 -0.0571
H 0.038316 -2.666851 1.713965 0.0213 0.0161 -0.0320
H -1.201368 -3.885927 1.977266 -0.0103 0.0399 0.0351
N -1.395355 4.668122 -3.406596 -0.0443 -0.0281 -0.0066
C -1.028078 4.431880 -2.345195 0.0592 0.0438 0.0019
C -0.523435 4.102350 -1.041275 -0.0447 -0.0360 0.0340
C -0.529310 5.004553 0.017627 -0.0434 -0.0107 0.0098
C -0.046544 4.567312 1.236239 -0.0477 0.0014 0.0161
C 0.463103 3.287471 1.354034 0.0321 -0.1080 -0.0069
N 0.518351 2.432575 0.316812 0.3176 0.3170 0.0197
C 0.001302 2.836104 -0.850970 -0.0424 -0.1858 0.1141
H -0.916083 6.005974 -0.113729 -0.0029 0.0013 0.0039
H -0.054747 5.211133 2.103731 0.0012 -0.0001 0.0007
H 0.825180 2.913667 2.299719 0.0741 0.0372 -0.0297
H -0.030282 2.113993 -1.651565 0.3367 0.1918 0.1051
N 3.966417 -2.940698 0.329475 -0.1388 -0.0015 0.1426
C 3.762467 -1.673481 -0.014330 -0.1326 -0.0978 -0.1515
O 2.668975 -1.138571 0.256657 -0.0533 -0.1929 0.2760
C 4.878597 -1.044742 -0.785792 0.4687 0.2195 0.2193
I 6.495779 -0.458527 0.510947 -0.2978 0.1164 0.0132
H 3.289646 -3.416609 0.905537 -0.0487 -0.0028 -0.0226
H 4.837214 -3.403028 0.128651 0.0238 0.0019 0.0366
H 4.572569 -0.169385 -1.343228 -0.0623 -0.0620 0.0054
H 5.366456 -1.772467 -1.424325 -0.2293 -0.0099 -0.2373
```
Positions in Å, forces in eV/Å.

E_tot = -3028.2132 Ha
Net charge = +2
HOMO (spin up / spin down) = -13.24 / -13.06 eV
2S+1 = 2
Orbital gap (spin up / spin down) = 7.27 / 6.78 eV
<S²> = 0.756
Energy relative to the best compared isomer or geometry (same formula, charge and spin) = 36.1 kJ/mol

For reference, the Löwdin charges in units of e are: 1.17 0.00 -0.26 -0.16 0.03 -0.79 0.12 0.68 -0.22 0.03 0.00 -0.01 -0.09 -0.06 0.08 0.09 0.10 0.12 0.10 0.13 0.13 0.13 0.11 -0.22 0.58 -0.19 -0.22 -0.17 -0.17 -0.18 -0.18 -0.18 -0.20 -0.18 -0.17 -0.16 -0.18 -0.20 -0.19 -0.17 -0.18 -0.18 -0.21 0.12 0.02 0.11 0.11 0.11 0.11 0.11 0.12 0.11 0.12 0.13 0.09 0.12 0.06 0.12 0.09 0.12 0.12 0.11 0.11 0.11 0.12 0.12 0.12 0.11 0.11 0.10 0.11 0.10 0.12 0.21 -0.16 -0.17 0.04 0.01 -0.09 -0.09 -0.07 0.14 0.13 0.07 0.08 0.22 -0.59 -0.17 -0.53 0.88 0.13 0.13 0.02 0.05

***

ORCA calculation (wB97M-V/def2-TZVPD) on H10O5Pd as an isolated structure in a non-equilibrium geometry.

```
16
Properties=species:S:1:pos:R:3:forces:R:3
Pd -0.313355 -0.138505 0.459025 1.6364 1.4994 0.3965
O 0.369248 -1.563074 -0.128091 5.4080 -14.8989 -7.0627
H 0.740962 -2.288228 0.437570 -0.0578 0.5530 -0.1841
H 0.164349 -2.072571 -0.964420 0.3225 0.2998 0.7301
O 1.761563 0.765322 -1.303658 -0.7841 -0.4392 -0.6960
H 1.999176 -0.111635 -1.665423 0.2934 0.6930 0.1744
H 1.275646 1.196612 -2.035498 0.7337 -0.0870 0.3091
O -1.038736 0.768903 -0.788201 -6.1792 5.5022 -11.1239
H -1.281461 1.685665 -0.799877 -0.3430 1.3248 0.1329
H -1.268500 0.442024 -1.672758 -0.3035 0.1887 -0.2153
O -1.567761 -0.636466 1.481817 -11.5150 -4.2914 7.6070
H -2.129619 -0.025533 1.997240 -0.1027 -0.3763 0.3276
H -2.176526 -1.205973 0.958967 -0.3639 0.1192 1.0886
O 0.826425 0.831497 1.261315 10.7064 9.4216 8.1421
H 1.362111 0.875116 2.063377 0.0157 0.2359 0.7667
H 1.276477 1.476845 0.698616 0.5331 0.2551 -0.3930
```
Positions in Å, forces in eV/Å.

E_tot = -508.9796 Ha
Net charge = +2
HOMO (spin up / spin down) = -17.73 / -17.47 eV
2S+1 = 3
Orbital gap (spin up / spin down) = 9.62 / 8.14 eV
<S²> = 2.003
Energy relative to the best compared isomer or geometry (same formula, charge and spin) = 129.2 kJ/mol

For reference, the natural (NBO) charges in units of e are: 1.36 -0.93 0.55 0.53 -0.97 0.50 0.49 -0.91 0.54 0.53 -0.86 0.55 0.53 -1.01 0.54 0.55